# 1
The following is a DFT calculation (ωB97M-V/def2-TZVPD) of C2H7O3SSi as an isolated structure at a distorted geometry.

Output
Energy above the lowest of the compared OMol25 structures with the same formula, charge and spin ... 122.4 kcal per mole
Kohn-Sham gap ... 0.2337 Ha
Charge ... -1
HOMO energy ... -3.01 eV

Each line ends with the Löwdin charge.
Cartesian coordinates (Å):
C  -2.12879  1.07451  -0.19368  -0.464
C  2.24139  -0.74387  -1.32065  -0.256
O  2.26610  2.12178  -1.95423  -0.408
O  -2.69908  2.75808  -3.23782  -0.832
O  -1.30337  0.14509  -0.46214  -0.247
Si  1.47820  0.83749  -1.90295  0.547
S  -3.37434  2.67679  -1.89010  0.556
H  -3.24486  0.64260  0.01596  0.104
H  -2.28039  1.73217  -1.30551  -0.109
H  -1.92886  1.93798  0.37666  0.038
H  1.64527  -1.41774  -0.67596  0.023
H  2.65150  -1.40383  -2.14559  0.037
H  3.17024  -0.55785  -0.72071  0.027
H  0.37906  0.50873  -2.86171  -0.017

Atoms 1-3, force components in eV/Å:
C -2.531 -3.466 -0.317
C 1.627 -1.448 0.908
O 0.379 0.976 0.414



# 2
The following is a DFT calculation (ωB97M-V/def2-TZVPD) of C28H48Cl2CrP2 as an isolated structure at a distorted geometry.

Output
Multiplicity ... 4
Kohn-Sham gap (alpha / beta) ... 0.1614 / 0.1875 Ha
Charge ... -1
HOMO energy (alpha / beta) ... -1.70 / -2.40 eV

Each line ends with the Löwdin charge.
Cartesian coordinates (Å):
P  0.55148  -0.64129  -0.36834  1.023
C  1.78379  -1.05306  0.96665  -0.412
C  2.96286  -1.93826  0.52795  -0.206
C  3.78913  -2.36457  1.74641  -0.203
C  4.24609  -1.16744  2.58749  -0.212
C  3.08122  -0.24063  2.95624  -0.195
C  2.28034  0.18755  1.72313  -0.204
C  1.19786  0.68062  -1.48450  -0.443
C  2.58752  0.38873  -2.05308  -0.208
C  2.92374  1.43091  -3.12554  -0.204
C  2.80769  2.86484  -2.59151  -0.209
C  1.45052  3.13260  -1.92940  -0.190
C  1.13307  2.08279  -0.86418  -0.205
C  0.43541  -2.16356  -1.41405  -0.442
C  -0.06062  -3.37136  -0.60643  -0.244
C  -0.08770  -4.63782  -1.46479  -0.201
C  -0.91136  -4.45155  -2.74418  -0.210
C  -0.45854  -3.21968  -3.53412  -0.201
C  -0.42610  -1.95720  -2.66514  -0.234
H  1.14342  -1.63144  1.65833  0.074
H  3.59844  -1.37617  -0.17267  0.102
H  2.61402  -2.82917  -0.00914  0.092
H  4.65399  -2.94680  1.41193  0.102
H  3.16915  -3.02695  2.36862  0.115
H  4.74855  -1.52207  3.49359  0.100
H  4.99460  -0.59703  2.01885  0.109
H  2.40527  -0.76893  3.64327  0.118
H  3.45518  0.64506  3.47788  0.107
H  1.43670  0.82792  2.01024  0.086
H  2.92960  0.77747  1.05734  0.103
H  0.45593  0.67154  -2.30139  0.069
H  2.22521  1.30488  -3.96450  0.113
H  2.63126  -0.62462  -2.47837  0.103
H  3.33186  0.43187  -1.24103  0.102
H  3.93151  1.24577  -3.50874  0.100
H  2.97116  3.57797  -3.40690  0.100
H  3.60682  3.03790  -1.85699  0.110
H  1.43220  4.13085  -1.47736  0.111
H  0.65739  3.10093  -2.69062  0.117
H  0.13889  2.26541  -0.43790  0.062
H  1.84636  2.15958  -0.03146  0.108
H  1.47588  -2.35251  -1.73647  0.099
H  0.56016  -3.53382  0.28580  0.097
H  -1.06861  -3.15265  -0.22836  0.053
H  0.94462  -4.88845  -1.74549  0.109
H  -0.47958  -5.47315  -0.87527  0.106
H  -1.97513  -4.34718  -2.48677  0.113
H  -0.82541  -5.34374  -3.37308  0.099
H  -1.11612  -3.04870  -4.39261  0.106
H  0.55389  -3.39858  -3.92270  0.110
H  -0.05524  -1.11335  -3.26139  0.099
H  -1.44703  -1.68424  -2.36297  0.059
Cr  -1.68620  0.00362  0.36368  -0.208
Cl  -2.23741  0.72933  -1.73595  0.053
Cl  -1.55387  -1.76471  1.83220  0.144
C  -1.02105  1.23927  1.70389  -0.298
H  -0.60343  0.78425  2.63565  0.013
C  -1.18957  2.66378  1.82899  -0.363
C  -1.71454  3.44365  0.74314  -0.109
C  -1.80110  4.82813  0.84919  -0.141
C  -1.43213  5.48882  2.02889  -0.169
C  -0.96847  4.73541  3.13252  -0.143
C  -0.85186  3.35161  3.03851  -0.093
H  -2.05261  2.91028  -0.15286  0.044
H  -2.17134  5.41252  -0.00393  0.088
H  -0.70623  5.24960  4.06481  0.082
H  -0.52041  2.75851  3.88820  0.088
H  -1.50558  6.56980  2.10282  0.065
C  -5.63877  0.91715  0.37186  -0.273
P  -4.10576  0.12011  0.87578  0.712
C  -4.19906  0.14170  2.68192  -0.287
C  -4.40328  -1.58843  0.26178  -0.304
H  -5.63068  1.95432  0.70695  0.045
H  -6.46432  0.37965  0.85095  0.039
H  -5.74405  0.86981  -0.71499  0.044
H  -5.20617  -0.14643  2.98826  0.032
H  -3.45221  -0.52946  3.11530  -0.004
H  -3.98427  1.16792  3.00512  0.050
H  -5.39144  -1.91358  0.60211  0.034
H  -4.35630  -1.58482  -0.83844  0.038
H  -3.63922  -2.27099  0.64739  -0.032

Atoms 1-3, force components in eV/Å:
P -0.961 0.584 0.348
C -0.312 -0.217 -0.284
C 0.026 0.172 0.051



# 3
The following is a DFT calculation (ωB97M-V/def2-TZVPD) of one molecule with the formula C6H10.

Output
Energy above the lowest of the compared OMol25 structures with the same formula, charge and spin ... 104.9 kcal per mole
Kohn-Sham gap ... 0.3144 Ha
HOMO energy ... -7.53 eV

Each line ends with the Löwdin charge.
Cartesian coordinates (Å):
C  -0.62385  1.60828  0.80316  -0.059
C  -0.32221  0.14299  1.01904  -0.322
C  -0.98567  -0.86174  0.14007  -0.083
C  0.16730  -0.97501  -1.66049  0.013
C  1.23782  -0.06704  -1.14838  -0.255
C  0.65147  -0.56730  0.13067  -0.256
H  -1.55393  1.88496  1.31170  0.080
H  0.18200  2.23869  1.19514  0.082
H  -0.74640  1.83472  -0.26143  0.082
H  -0.20958  -0.14453  2.06336  0.139
H  -1.21662  -1.83710  0.55811  0.112
H  -1.72522  -0.48991  -0.55270  0.093
H  0.56218  -2.00634  -1.60065  0.033
H  1.11092  0.99896  -1.35530  0.092
H  2.28406  -0.36944  -1.23477  0.107
H  1.18772  -1.39018  0.59246  0.142

Atoms 1-3, force components in eV/Å:
C -0.007 0.031 -0.040
C 0.002 0.001 0.013
C -0.348 -0.098 0.120



Looking at molar mass for the records above, in order, we have 139.23 569.54 82.15 g mol⁻¹.